This record from the Open Molecules 2025 dataset describes 3 unconnected molecules or ions with the total composition C22H57N6O4P2. The level of theory is ωB97M-V with the def2-TZVPD basis set.

XYZ file:
```
91
C22H57N6O4P2 ωB97M-V with the def2-TZVPD basis set
C 0.20 0.72 0.58
C 1.49 0.39 1.36
O 1.49 -0.91 1.92
C 2.10 -1.88 1.09
C 3.57 -2.08 1.40
O 4.23 -0.86 1.21
C 5.66 -0.97 1.17
C 6.23 -0.77 -0.22
C 5.53 0.35 -0.99
C 6.51 1.49 -1.33
C 4.94 -0.15 -2.34
C 3.98 -1.32 -2.21
H -0.24 1.64 0.98
H -0.53 -0.07 0.70
H 0.43 0.89 -0.47
H 1.60 1.09 2.20
H 2.37 0.56 0.73
H 1.95 -1.68 0.02
H 1.59 -2.83 1.30
H 3.65 -2.40 2.45
H 3.96 -2.85 0.72
H 5.97 -1.93 1.59
H 6.02 -0.20 1.90
H 7.28 -0.45 -0.08
H 4.70 0.80 -0.43
H 6.03 2.23 -1.99
H 6.80 2.01 -0.41
H 7.39 1.07 -1.81
H 5.79 -0.39 -2.99
H 4.38 0.69 -2.79
H 3.91 -1.88 -3.14
H 2.98 -0.97 -1.93
H 4.33 -2.01 -1.44
O 0.55 -0.96 -2.96
P -0.45 -1.19 -4.01
N -0.49 0.19 -4.98
C -1.67 0.93 -5.38
C 0.80 0.78 -5.31
N -1.91 -1.44 -3.18
C -3.21 -1.02 -3.64
C -1.83 -1.45 -1.72
N -0.75 -2.38 -5.17
C -0.70 -3.75 -4.63
C 0.10 -2.32 -6.37
H -2.44 0.29 -5.80
H -1.40 1.63 -6.17
H -2.10 1.51 -4.56
H 1.22 0.35 -6.23
H 1.52 0.62 -4.51
H 0.70 1.85 -5.46
H -3.40 0.05 -3.47
H -3.98 -1.57 -3.09
H -3.35 -1.24 -4.69
H -1.80 -0.45 -1.29
H -0.94 -1.98 -1.38
H -2.70 -1.97 -1.33
H 0.31 -4.03 -4.30
H -1.02 -4.45 -5.40
H -1.38 -3.84 -3.78
H 1.17 -2.32 -6.14
H -0.13 -1.43 -6.95
H -0.11 -3.19 -7.00
O -3.41 1.70 2.35
P -3.21 1.79 3.82
N -3.15 0.13 4.23
C -3.96 -0.53 5.22
C -2.31 -0.74 3.41
N -4.62 2.55 4.37
C -5.38 2.16 5.54
C -5.48 3.14 3.34
N -2.25 2.29 5.13
C -1.97 3.75 5.13
C -0.96 1.59 5.28
H -3.96 -0.01 6.18
H -3.55 -1.53 5.42
H -5.00 -0.66 4.90
H -1.28 -0.78 3.78
H -2.27 -0.40 2.37
H -2.70 -1.75 3.39
H -6.02 1.29 5.36
H -6.03 2.99 5.84
H -4.72 1.96 6.38
H -6.11 2.40 2.85
H -4.89 3.64 2.58
H -6.12 3.89 3.81
H -1.35 4.06 4.29
H -1.46 4.01 6.06
H -2.91 4.30 5.10
H -0.34 1.61 4.37
H -1.12 0.56 5.57
H -0.39 2.07 6.08
```

HOMO-LUMO gap: 3.2 eV
LUMO: 0.080 hartree
DFT total energy: -59445.0045 eV
net charge: -1
relative energy (zero: lowest compared OMol25 entry of this formula, charge and spin): 0.00 kcal per mole

Here are the Mulliken charges for atoms 1 to 4, given in e: C -0.655; C 0.472; O -0.359; C 0.113

This record from the Open Molecules 2025 dataset describes a molecular structure, C29H24IrN5S5Sb. The level of theory is ωB97M-V with the def2-TZVPD basis set.

XYZ file:
```
65
C29H24IrN5S5Sb ωB97M-V with the def2-TZVPD basis set
Ir 0.49 1.40 -0.23
C -1.00 -1.03 4.61
C -0.51 0.26 4.78
C -0.44 1.13 3.70
C -0.87 0.73 2.43
C -1.40 -0.56 2.28
C -1.45 -1.43 3.36
N -0.77 1.57 1.32
C -1.32 2.84 1.36
C -2.34 3.25 2.24
C -2.87 4.51 2.13
C -2.45 5.42 1.16
C -1.45 5.05 0.28
C -0.89 3.79 0.41
N 0.12 3.30 -0.42
N 0.73 4.04 -1.24
C 1.75 3.32 -1.89
C 2.48 3.93 -2.89
C 3.49 3.20 -3.50
C 3.74 1.90 -3.07
C 2.97 1.36 -2.06
N 2.00 2.05 -1.47
H -1.05 -1.71 5.45
H -0.16 0.59 5.75
H -0.04 2.13 3.83
H -1.81 -0.84 1.33
H -1.87 -2.42 3.22
H -2.73 2.54 2.96
H -3.68 4.79 2.80
H -2.93 6.38 1.07
H -1.12 5.69 -0.53
H 2.22 4.93 -3.19
H 4.06 3.64 -4.31
H 4.51 1.30 -3.53
H 3.11 0.35 -1.70
S -2.62 3.76 -2.79
Sb -2.76 1.50 -2.51
S -0.33 0.86 -2.30
S -3.73 0.75 -0.58
S -2.91 0.14 -4.33
N 0.95 -0.60 0.08
S 1.01 -1.70 -1.10
C 1.97 -2.99 -0.31
C 3.30 -3.11 -0.67
C 4.11 -4.03 -0.02
C 3.59 -4.81 1.00
C 2.25 -4.69 1.36
C 1.43 -3.78 0.71
C -0.53 -2.59 -1.32
C -0.47 -3.82 -1.97
C -1.66 -4.46 -2.29
C -2.88 -3.87 -1.97
C -2.91 -2.64 -1.34
C -1.73 -1.99 -1.00
H 0.70 -1.02 0.97
H 3.70 -2.49 -1.47
H 5.15 -4.13 -0.30
H 4.22 -5.53 1.51
H 1.84 -5.31 2.15
H 0.39 -3.69 0.97
H 0.48 -4.28 -2.22
H -1.63 -5.42 -2.79
H -3.80 -4.36 -2.25
H -3.84 -2.13 -1.13
H -1.79 -1.01 -0.55
```

HOMO-LUMO gap: 4.6 eV
LUMO: 0.033 hartree
DFT total energy: -101467.6990 eV
net charge: -1
relative energy (zero: lowest compared OMol25 entry of this formula, charge and spin): 25.03 kcal per mole

Here are the Mulliken charges for atoms 1 to 4, given in e: Ir 0.727; C -0.607; C -0.658; C -0.001

This record from the Open Molecules 2025 dataset describes 2 unconnected molecules or ions with the total composition C3H7NO. The level of theory is ωB97M-V with the def2-TZVPD basis set.

XYZ file:
```
12
C3H7NO ωB97M-V with the def2-TZVPD basis set
C 1.65 -0.33 1.73
N 1.72 0.99 1.84
C 2.48 1.47 3.05
H 1.19 -0.65 0.84
H 2.22 -1.07 2.34
H 2.30 0.90 4.05
H 1.96 2.43 3.24
H 3.55 1.36 2.84
C -3.07 -0.73 -3.03
O -2.92 -1.49 -3.93
H -2.26 -0.12 -2.60
H -4.08 -0.37 -2.68
```

HOMO-LUMO gap: 11.0 eV
LUMO: 0.031 hartree
DFT total energy: -6759.3934 eV
relative energy (zero: lowest compared OMol25 entry of this formula, charge and spin): 77.41 kcal per mole

Here are the Mulliken charges for atoms 1 to 4, given in e: C -0.271; N -0.396; C -0.695; H 0.284

This record from the Open Molecules 2025 dataset describes a molecular structure, C29H36MoN9O2S7. The level of theory is ωB97M-V with the def2-TZVPD basis set.

XYZ file:
```
84
C29H36MoN9O2S7 ωB97M-V with the def2-TZVPD basis set
Mo 0.52 0.02 0.07
N 2.51 0.03 -1.05
C 3.79 0.69 -0.70
C 3.85 2.19 -1.01
C 3.24 3.09 0.07
C 1.78 3.47 -0.16
N 0.90 2.34 -0.55
H 2.72 -0.97 -1.02
H 2.29 0.23 -2.03
H 4.60 0.20 -1.25
H 3.99 0.53 0.36
H 3.38 2.37 -1.99
H 4.90 2.45 -1.13
H 3.80 4.02 0.12
H 3.36 2.59 1.03
H 1.74 4.22 -0.95
H 1.38 3.92 0.75
H 1.11 2.14 -1.52
H -0.04 2.72 -0.59
S 1.45 -6.75 -4.27
C 1.52 -5.50 -3.23
S 0.42 -4.15 -3.28
C 1.08 -3.23 -1.94
C 2.20 -3.81 -1.31
S 3.13 -3.25 -0.02
S 2.70 -5.35 -1.97
S 0.15 -1.82 -1.71
O -1.16 2.55 -3.01
S -0.75 1.17 -2.89
O 0.63 0.91 -3.21
N -1.02 0.66 -1.33
C -2.23 1.11 -0.76
C -3.33 1.65 -1.40
C -4.47 2.04 -0.68
C -4.54 1.93 0.68
C -3.44 1.40 1.38
C -3.41 1.25 2.78
C -2.32 0.69 3.37
C -1.24 0.28 2.58
N -1.20 0.43 1.27
C -2.30 0.98 0.66
C -1.80 0.23 -3.96
C -2.51 -0.88 -3.51
C -3.36 -1.53 -4.39
C -3.50 -1.07 -5.69
C -2.79 0.04 -6.13
C -1.94 0.70 -5.26
H -3.32 1.79 -2.47
H -5.31 2.45 -1.23
H -5.42 2.24 1.23
H -4.26 1.58 3.37
H -2.27 0.55 4.45
H -0.39 -0.20 3.04
H -2.39 -1.23 -2.50
H -3.92 -2.39 -4.05
H -4.18 -1.58 -6.37
H -2.91 0.39 -7.14
H -1.39 1.58 -5.58
C 0.72 3.26 5.20
C 1.66 3.37 3.99
C 1.89 2.04 3.34
N 1.40 1.66 2.22
N 1.75 0.39 1.85
C 2.51 -0.21 2.72
N 2.93 -1.49 2.62
S 2.87 0.79 4.09
H 0.58 4.25 5.65
H 1.13 2.60 5.96
H -0.26 2.88 4.89
H 2.63 3.77 4.31
H 1.25 4.04 3.25
H 2.81 -1.95 1.72
H 3.69 -1.80 3.19
C -1.55 -4.00 2.93
N -0.54 -3.87 1.88
C -0.14 -5.09 1.15
C -0.13 -2.70 1.47
N 0.34 -1.73 1.05
H -1.21 -4.72 3.67
H -2.49 -4.35 2.50
H -1.71 -3.04 3.41
H 0.22 -5.83 1.86
H 0.65 -4.85 0.45
H -1.00 -5.50 0.62
```

HOMO-LUMO gap (spin up / spin down): 6.7 / 5.5 eV
LUMO (spin up / spin down): -0.105 / -0.157 hartree
2S+1: 3
DFT total energy: -125861.3564 eV
net charge: +1
relative energy (zero: lowest compared OMol25 entry of this formula, charge and spin): 42.02 kcal per mole

Here are the Mulliken charges for atoms 1 to 4, given in e: Mo -0.827; N 0.201; C -0.638; C -1.091

This record from the Open Molecules 2025 dataset describes 12 unconnected molecules or ions with the total composition C5H32NO12. The level of theory is ωB97M-V with the def2-TZVPD basis set.

XYZ file:
```
50
C5H32NO12 ωB97M-V with the def2-TZVPD basis set
O 1.82 0.69 1.90
C 1.68 -0.14 2.77
C 2.00 -1.52 2.42
C 1.97 -1.94 0.88
C 0.67 -1.65 0.33
C 0.51 -0.58 -0.42
N -0.66 -0.05 -1.05
H 1.33 0.17 3.71
H 2.96 -1.61 2.85
H 1.47 -2.45 2.81
H 2.92 -1.25 0.59
H 2.29 -3.03 0.88
H -0.05 -2.51 0.31
H 1.28 0.15 -0.73
H -0.76 1.00 -0.97
H -1.60 -0.35 -0.59
H -0.64 -0.25 -2.08
H 2.93 2.78 -0.35
H 2.26 1.63 0.70
O 2.23 2.25 -0.22
H 2.02 1.56 -1.98
H 2.11 1.81 -3.42
O 2.25 1.09 -2.70
H 0.99 3.19 1.86
H 0.40 4.55 1.25
O 0.38 3.84 1.96
H -1.95 -0.81 1.63
H -2.86 -0.58 2.87
O -2.50 -1.29 2.28
H -3.76 -0.49 -2.19
H -4.30 -1.55 -1.21
O -3.68 -0.84 -1.33
H -0.86 2.95 -0.66
H 0.67 2.81 -0.86
O -0.27 2.55 -1.29
H -0.55 -3.54 -1.90
H 0.30 -2.29 -2.04
O -0.50 -2.66 -1.92
H -3.05 3.24 -0.41
H -3.26 1.65 -0.72
O -2.70 2.32 -0.33
H -0.46 1.94 1.72
H -1.95 1.61 1.69
O -1.16 1.37 1.52
H -2.24 -2.68 1.33
H -2.11 -2.63 -0.23
O -2.10 -3.19 0.46
H 2.66 -2.05 -3.49
H 1.98 -1.14 -2.64
O 1.87 -2.08 -2.98
```

HOMO-LUMO gap (spin up / spin down): 9.7 / 5.1 eV
LUMO (spin up / spin down): -0.277 / -0.440 hartree
2S+1: 2
DFT total energy: -31742.0832 eV
net charge: +2
relative energy (zero: lowest compared OMol25 entry of this formula, charge and spin): 0.98 kcal per mole

Here are the Mulliken charges for atoms 1 to 4, given in e: O -0.555; C -0.193; C -0.749; C -0.942

This record from the Open Molecules 2025 dataset describes 2 unconnected molecules or ions with the total composition Cl2FN. The level of theory is ωB97M-V with the def2-TZVPD basis set.

XYZ file:
```
4
Cl2FN ωB97M-V with the def2-TZVPD basis set
N -1.37 0.54 0.01
F -0.96 1.75 0.46
Cl 2.50 -1.72 -0.67
Cl -0.18 -0.56 0.20
```

HOMO-LUMO gap (spin up / spin down): 10.5 / 6.4 eV
LUMO (spin up / spin down): -0.050 / -0.153 hartree
DFT total energy: -29246.7961 eV
relative energy (zero: lowest compared OMol25 entry of this formula, charge and spin): 30.77 kcal per mole

Mulliken charges in e: N 0.040; F -0.101; Cl -0.039; Cl 0.100

This record from the Open Molecules 2025 dataset describes 5 unconnected molecules or ions with the total composition CH9O6. The level of theory is ωB97M-V with the def2-TZVPD basis set.

XYZ file:
```
16
CH9O6 ωB97M-V with the def2-TZVPD basis set
O -0.30 -0.40 0.50
C -0.36 0.58 1.31
O 0.57 1.10 1.94
H -1.37 0.81 1.74
H -1.49 -1.82 -1.49
H -1.36 -2.14 0.00
O -1.83 -2.40 -0.80
H 1.71 -1.14 0.51
H 1.22 -1.93 -0.61
O 2.01 -1.86 -0.06
H -2.66 0.28 -1.51
H -1.33 0.26 -0.65
O -1.87 0.79 -1.31
H 1.24 2.06 -1.15
H 1.98 2.15 0.17
O 2.02 2.47 -0.75
```

HOMO-LUMO gap: 9.4 eV
LUMO: 0.133 hartree
DFT total energy: -13470.6359 eV
net charge: -1
relative energy (zero: lowest compared OMol25 entry of this formula, charge and spin): 13.59 kcal per mole

Here are the Mulliken charges for atoms 1 to 4, given in e: O -0.627; C -0.152; O -0.613; H 0.349

This record from the Open Molecules 2025 dataset describes a molecular structure, C51H97N6NiO12. The level of theory is ωB97M-V with the def2-TZVPD basis set.

XYZ file:
```
167
C51H97N6NiO12 ωB97M-V with the def2-TZVPD basis set
Ni -4.57 11.14 -0.82
N -8.42 9.24 -2.09
O -9.47 8.68 -2.46
O -7.68 9.85 -2.86
O -8.03 9.36 -0.94
C 0.34 6.55 -1.24
C -0.51 7.60 -0.70
C -1.01 7.53 0.83
O -1.87 8.44 1.18
C -0.34 6.57 1.73
C 0.50 5.67 1.12
C 0.87 5.66 -0.38
O 1.70 4.79 -0.90
O 1.23 4.96 1.92
O -1.04 8.50 -1.28
H 0.64 6.53 -2.28
H -0.62 6.47 2.77
C -16.50 6.91 -0.98
C -17.63 7.91 -0.70
C -18.25 7.59 0.72
C -19.10 8.73 1.19
C -18.13 9.90 1.37
C -17.41 10.39 0.08
N -16.91 9.20 -0.66
O -16.39 9.52 -1.85
C -18.40 11.21 -0.73
C -16.19 11.28 0.42
C -18.75 7.84 -1.82
H -15.60 7.27 -1.48
H -16.98 6.09 -1.50
H -16.21 6.49 -0.01
H -18.90 6.71 0.68
H -17.49 7.35 1.46
H -19.51 8.61 2.20
H -19.94 8.80 0.49
H -17.33 9.50 1.99
H -18.63 10.77 1.81
H -19.18 10.71 -1.30
H -18.86 11.93 -0.05
H -17.86 11.83 -1.46
H -15.62 10.84 1.24
H -15.57 11.39 -0.46
H -16.50 12.28 0.72
H -18.43 7.81 -2.86
H -19.40 8.72 -1.89
H -19.39 6.98 -1.64
H -15.47 9.23 -1.87
C -4.36 15.39 -3.57
C -5.27 16.38 -2.78
C -6.63 16.47 -3.59
C -7.71 17.34 -2.87
C -7.97 16.83 -1.38
C -6.71 16.42 -0.58
N -5.60 15.87 -1.36
O -4.51 15.39 -0.53
C -6.26 17.70 0.15
C -7.25 15.40 0.47
C -4.60 17.79 -2.82
H -3.92 15.77 -4.49
H -4.94 14.52 -3.85
H -3.52 15.03 -2.97
H -6.63 16.89 -4.60
H -7.04 15.46 -3.69
H -8.69 17.32 -3.36
H -7.48 18.40 -2.98
H -8.58 15.95 -1.61
H -8.51 17.68 -0.96
H -6.94 18.11 0.89
H -5.43 17.46 0.82
H -5.98 18.42 -0.62
H -7.85 14.63 -0.02
H -6.52 14.99 1.17
H -7.97 15.75 1.22
H -5.39 18.53 -2.66
H -4.09 17.98 -3.76
H -3.74 17.72 -2.15
H -3.96 16.13 -0.24
C -3.08 4.50 -9.35
C -4.10 3.45 -8.84
C -4.11 3.51 -7.27
C -5.12 2.63 -6.47
C -6.56 3.03 -6.90
C -6.66 3.06 -8.53
N -5.56 3.73 -9.31
O -5.77 3.68 -10.67
C -6.94 1.62 -9.05
C -8.05 3.75 -8.75
C -3.75 1.94 -9.20
H -2.04 4.21 -9.18
H -3.25 5.47 -8.87
H -3.13 4.59 -10.44
H -3.14 3.19 -6.90
H -4.20 4.57 -7.03
H -4.98 2.89 -5.42
H -4.92 1.58 -6.68
H -6.87 4.01 -6.52
H -7.22 2.23 -6.58
H -7.56 0.96 -8.46
H -7.34 1.70 -10.06
H -6.11 0.91 -9.11
H -8.23 4.11 -9.76
H -8.92 3.13 -8.55
H -8.14 4.61 -8.09
H -2.69 1.74 -9.36
H -4.14 1.75 -10.20
H -4.20 1.20 -8.54
H -5.84 4.61 -10.91
C -12.11 4.95 6.21
C -10.91 5.86 5.97
C -10.15 6.14 7.26
C -9.30 5.03 7.84
C -8.26 4.56 6.74
C -8.92 4.27 5.35
N -9.91 5.37 5.00
O -10.46 5.11 3.74
C -7.81 4.33 4.32
C -9.57 2.81 5.35
C -11.24 7.22 5.41
H -11.75 4.07 6.75
H -12.85 5.45 6.85
H -12.59 4.62 5.29
H -9.46 6.98 7.15
H -10.78 6.51 8.07
H -8.86 5.29 8.80
H -9.88 4.14 8.06
H -7.87 3.64 7.18
H -7.38 5.20 6.75
H -8.15 4.14 3.31
H -7.10 3.54 4.57
H -7.32 5.30 4.31
H -8.87 1.98 5.44
H -10.02 2.71 4.36
H -10.27 2.59 6.16
H -10.36 7.79 5.10
H -11.91 7.14 4.56
H -11.81 7.73 6.20
H -10.10 5.87 3.27
C -15.43 13.11 -9.31
C -14.50 13.02 -10.54
C -14.05 14.48 -10.68
C -12.79 14.66 -11.39
C -11.64 13.93 -10.78
C -11.96 12.38 -10.61
N -13.40 12.11 -10.21
O -13.78 10.83 -9.99
C -11.72 11.74 -11.92
C -10.85 11.81 -9.62
C -15.33 12.51 -11.74
H -14.95 13.37 -8.36
H -16.02 12.20 -9.15
H -16.22 13.82 -9.52
H -14.70 15.06 -11.34
H -13.92 15.09 -9.79
H -12.61 15.73 -11.52
H -12.86 14.38 -12.44
H -11.29 14.37 -9.85
H -10.82 14.17 -11.46
H -12.46 12.16 -12.61
H -10.67 11.77 -12.23
H -12.01 10.69 -11.92
H -10.53 12.54 -8.87
H -11.15 10.89 -9.11
H -9.85 11.70 -10.03
H -15.61 11.46 -11.77
H -14.70 12.80 -12.58
H -16.12 13.24 -11.89
H -13.77 10.91 -9.03
```

HOMO-LUMO gap (spin up / spin down): 4.0 / 3.4 eV
LUMO (spin up / spin down): -0.052 / -0.050 hartree
2S+1: 3
DFT total energy: -128993.4227 eV
net charge: -1
relative energy (zero: lowest compared OMol25 entry of this formula, charge and spin): 358.67 kcal per mole

Here are the Mulliken charges for atoms 1 to 4, given in e: Ni 0.955; N 0.992; O -0.638; O -0.662

Question: Which of these has the highest DFT total energy?
Answer: C3H7NO

Question: Look up the relative energy (zero: lowest compared OMol25 entry of this formula, charge and spin) of the fifth one.
Answer: 0.98 kcal per mole

Question: What is the formula in the third record?
Answer: C3H7NO